Entry 1:
Here is 2 unconnected molecules or ions with the total composition C5H13NO2 in a non-equilibrium geometry from the OMol25 dataset. Energies are from wB97M-V/def2-TZVPD.

```
21
Properties=species:S:1:pos:R:3:mulliken_spin:R:1
C -2.078 -0.570 1.430 0.2617
N -0.921 0.144 1.273 -0.3404
C 0.727 2.403 0.454 0.2542
C 1.074 0.941 0.110 0.4279
C -0.064 -0.104 0.105 0.0287
C 0.541 -1.493 0.029 0.3755
O -2.494 -1.405 0.660 -0.1339
H -2.655 -0.252 2.309 0.0448
H -0.335 0.278 2.084 0.0067
H 0.022 2.429 1.289 -0.1025
H 1.672 2.910 0.649 -0.1678
H 0.197 2.897 -0.364 -0.0472
H 1.500 1.019 -0.885 0.1404
H 1.781 0.527 0.839 0.0813
H -0.634 0.060 -0.801 -0.0906
H -0.242 -2.182 -0.286 0.0617
H 0.982 -1.880 0.950 -0.0563
H 1.304 -1.552 -0.749 -0.2162
H 1.546 0.419 -3.727 -0.3004
H 2.950 0.122 -3.053 -0.3179
O 2.050 -0.220 -3.195 1.0901
```

Output
- Charge: -1
- Multiplicity: 2
- HOMO energy (alpha / beta): 0.99 / -6.81 eV
- Energy relative to the best compared isomer or geometry (same formula, charge and spin): 22.9 kcal per mole
- Frontier orbital gap (alpha / beta): 2.35 / 10.02 eV
- LUMO (alpha / beta): 3.34 / 3.21 eV

***

Entry 2:
Here is a molecular structure, C2H3LiLuO2 in a non-equilibrium geometry from the OMol25 dataset. Energies are from wB97M-V/def2-TZVPD.

```
9
Properties=species:S:1:pos:R:3:lowdin_charge:R:1
H 0.294 3.132 -1.195 -0.1628
O 2.079 1.411 1.132 -0.4053
C 1.600 0.917 2.298 -0.3103
C 0.322 1.210 2.656 -0.3136
O -0.428 1.838 1.709 -0.4892
Li -0.199 0.480 0.241 0.7687
Lu 0.937 3.131 0.613 1.6656
H 2.226 0.223 2.869 0.1246
H -0.166 0.792 3.542 0.1222
```

Output
- Charge: +1
- HOMO energy: -12.22 eV
- Energy relative to the best compared isomer or geometry (same formula, charge and spin): 0.0 kcal per mole
- Frontier orbital gap: 7.08 eV
- LUMO: -5.15 eV

***

Entry 3:
Here is a molecular structure, C7H15CoN5O3 from the OMol25 dataset. Energies are from wB97M-V/def2-TZVPD.

```
31
Properties=species:S:1:pos:R:3:mulliken_spin:R:1
Co 0.297 0.051 -0.317 2.5272
C -0.206 -3.669 -1.348 -0.0003
O 1.158 -3.277 -1.313 0.0040
C 1.362 -1.957 -0.905 -0.0149
O 0.732 -1.664 0.301 0.1564
N 3.245 -0.328 -0.462 0.0080
N 2.280 0.429 0.338 0.0821
H -0.219 -4.703 -1.684 0.0000
H -0.770 -3.055 -2.054 -0.0006
H -0.663 -3.601 -0.362 -0.0009
H 3.288 0.167 -1.344 -0.0040
H 2.650 1.374 0.365 0.0018
H 2.356 0.081 1.290 -0.0034
C 4.755 -2.481 -2.371 -0.0003
N 3.425 -1.984 -2.123 0.0029
C 2.636 -1.622 -3.285 -0.0055
C 1.483 -0.668 -2.962 -0.0059
O 1.228 0.282 -3.683 0.0091
N 0.813 -0.963 -1.823 0.0178
C 2.894 -1.752 -0.823 -0.0004
N 3.501 -2.627 0.157 0.0048
H 4.729 -3.396 -2.975 0.0000
H 5.237 -2.709 -1.424 -0.0002
H 5.374 -1.750 -2.904 0.0002
H 2.211 -2.507 -3.779 0.0006
H 3.258 -1.101 -4.016 0.0005
H 3.068 -2.435 1.056 0.0021
H 3.214 -3.573 -0.081 -0.0003
C -0.872 1.362 -0.827 0.1493
H -1.912 1.232 -1.130 0.0309
H -0.484 2.288 -1.260 0.0391
```

Output
- Multiplicity: 4
- HOMO energy (alpha / beta): -8.10 / -8.15 eV
- Energy relative to the best compared isomer or geometry (same formula, charge and spin): 27.1 kcal per mole
- Frontier orbital gap (alpha / beta): 6.45 / 6.69 eV
- LUMO (alpha / beta): -1.65 / -1.46 eV

***

Entry 4:
Here is a gas-phase ion, C38H45N4O (charge +1) in a non-equilibrium geometry from the OMol25 dataset. Energies are from wB97M-V/def2-TZVPD.

```
88
Properties=species:S:1:pos:R:3:lowdin_charge:R:1
C 7.338 1.125 -0.146 -0.0434
C 5.905 1.564 -0.214 -0.2660
C 5.048 1.081 -1.200 0.0053
C 3.717 1.504 -1.243 -0.1898
C 2.879 1.149 -2.430 -0.0145
C 3.235 2.190 -0.126 -0.1567
N 1.846 2.330 -0.026 0.0726
C 1.328 3.665 0.089 0.0200
C 0.035 3.603 -0.089 -0.0052
N -0.331 2.252 -0.324 0.0796
C -1.718 1.963 -0.233 -0.1097
C -2.163 1.109 0.797 -0.1711
C -1.169 0.666 1.784 -0.0715
C -3.525 0.790 0.890 0.0086
C -4.454 1.501 0.140 -0.2640
C -5.932 1.232 0.200 -0.0476
C -4.010 2.542 -0.700 0.0073
C -2.638 2.806 -0.870 -0.1819
C -2.257 3.974 -1.760 -0.0489
C 0.810 1.480 -0.265 -0.0788
C 0.926 -0.110 -0.165 -0.0993
C -0.093 -1.203 0.382 -0.0687
C -0.777 -2.242 -0.346 -0.4060
O -0.354 -2.743 -1.409 -0.0337
C -1.994 -2.906 0.300 -0.0444
N -1.909 -3.448 1.536 -0.0454
C -0.745 -3.519 2.431 0.0165
C -3.114 -3.993 1.900 -0.0227
C -3.949 -3.842 0.857 -0.0208
N -3.250 -3.244 -0.170 0.0775
C -3.769 -3.220 -1.575 -0.5402
C -5.255 -3.549 -1.581 -0.0539
C -3.039 -4.272 -2.410 -0.0173
C -3.545 -1.828 -2.150 -0.0144
C 2.312 -0.523 0.526 -0.1890
C 3.227 -1.387 -0.062 -0.0534
C 4.464 -1.662 0.537 -0.0766
C 4.792 -1.095 1.795 -0.0795
C 3.813 -0.291 2.441 -0.0653
C 2.576 -0.050 1.814 -0.0559
C 4.093 2.847 0.793 -0.1701
C 3.612 3.866 1.815 -0.0424
C 5.453 2.496 0.717 0.0021
H 7.898 1.735 0.599 0.0880
H 7.430 0.062 0.148 0.0834
H 7.822 1.239 -1.132 0.0900
H 5.397 0.379 -1.918 0.1263
H 1.907 1.692 -2.435 0.0932
H 3.400 1.385 -3.373 0.1027
H 2.669 0.079 -2.457 0.0791
H 1.959 4.542 0.288 0.1265
H -0.686 4.413 -0.038 0.1274
H -1.446 -0.279 2.276 0.0870
H -0.211 0.515 1.216 0.0211
H -0.826 1.390 2.543 0.1117
H -3.828 0.046 1.577 0.1118
H -6.464 1.809 -0.586 0.0853
H -6.180 0.168 0.052 0.0760
H -6.372 1.536 1.167 0.0923
H -4.749 3.156 -1.250 0.1280
H -3.085 4.183 -2.457 0.0886
H -2.106 4.921 -1.200 0.0874
H -1.351 3.758 -2.346 0.0907
H 0.879 -0.141 -1.281 0.1415
H -0.231 -1.358 1.461 0.0517
H -0.915 -4.402 3.054 0.0991
H 0.178 -3.660 1.860 0.1128
H -0.686 -2.651 3.097 0.0979
H -3.252 -4.496 2.839 0.1310
H -4.980 -4.107 0.753 0.1174
H -5.839 -2.868 -0.952 0.0902
H -5.636 -3.440 -2.605 0.1008
H -5.459 -4.584 -1.284 0.0905
H -1.957 -4.075 -2.424 0.0762
H -3.232 -5.276 -2.006 0.0951
H -3.427 -4.230 -3.439 0.1012
H -2.476 -1.667 -2.355 0.0866
H -4.114 -1.756 -3.092 0.0999
H -3.923 -1.068 -1.448 0.0830
H 2.981 -1.912 -0.996 0.1296
H 5.203 -2.377 0.107 0.1190
H 5.806 -1.218 2.252 0.1157
H 4.026 0.067 3.479 0.1177
H 1.785 0.492 2.353 0.1193
H 4.429 4.081 2.515 0.0847
H 3.366 4.841 1.347 0.0785
H 2.738 3.506 2.392 0.0936
H 6.140 2.966 1.446 0.1290
```

Output
- Charge: +1
- SMILES: Cc1cc(C)c(-n2cc[n+](-c3c(C)cc(C)cc3C)c2[C@H](/C=C(\[O-])c2n(C)cc[n+]2C(C)(C)C)c2ccccc2)c(C)c1
- HOMO energy: -9.04 eV
- Energy relative to the best compared isomer or geometry (same formula, charge and spin): 62.5 kcal per mole
- Frontier orbital gap: 6.76 eV
- LUMO: -2.28 eV

***

Entry 5:
Here is a molecular structure, H22NeO11 in a non-equilibrium geometry from the OMol25 dataset. Energies are from wB97M-V/def2-TZVPD.

```
34
Properties=species:S:1:pos:R:3:lowdin_charge:R:1
Ne -13.229 4.653 6.166 0.0523
O -12.995 5.805 9.798 -0.0732
H -13.440 4.960 9.740 -0.0206
H -13.289 6.285 9.024 -0.0080
O -16.182 4.064 6.896 -0.0441
H -15.654 3.874 6.120 0.0050
H -16.559 3.219 7.142 0.0636
O -10.594 4.627 3.340 -0.0382
H -9.917 5.238 3.049 0.0518
H -10.431 4.517 4.277 -0.0314
O -13.075 2.000 3.280 -0.0266
H -12.540 2.159 2.503 0.0577
H -12.561 1.387 3.805 0.0559
O -15.228 3.334 4.153 -0.0722
H -14.364 3.039 3.865 -0.0261
H -15.206 4.285 4.044 -0.0291
O -9.351 6.678 5.652 -0.0436
H -9.417 5.756 5.898 -0.0166
H -10.036 7.113 6.160 0.0384
O -14.680 3.533 9.030 -0.0488
H -14.264 2.687 9.195 0.0471
H -14.976 3.481 8.121 -0.0189
O -12.301 6.973 4.092 -0.0342
H -11.980 7.699 4.627 0.0525
H -11.613 6.311 4.147 -0.0023
O -14.865 5.977 3.737 -0.0433
H -13.928 6.098 3.888 -0.0040
H -15.258 6.816 3.979 0.0603
O -15.086 6.849 7.584 -0.0483
H -15.703 6.946 8.309 0.0462
H -15.396 6.079 7.106 -0.0071
O -10.046 3.891 5.950 -0.0392
H -9.290 3.552 5.470 0.0670
H -9.851 3.703 6.868 0.0782
```

Output
- HOMO energy: -10.47 eV
- Energy relative to the best compared isomer or geometry (same formula, charge and spin): 18.2 kcal per mole
- Frontier orbital gap: 10.18 eV
- LUMO: -0.28 eV

***

Entry 6:
Here is a single C4H8N2O molecule in a non-equilibrium geometry from the OMol25 dataset. Energies are from wB97M-V/def2-TZVPD.

```
15
Properties=species:S:1:pos:R:3:lowdin_charge:R:1
C -0.089 -0.300 -1.190 -0.0661
C 0.003 1.175 -1.200 -0.1044
C -0.425 -1.234 -0.078 -0.4483
C 1.458 -0.420 1.294 -0.0611
O -1.219 0.506 1.198 -0.0881
N -1.543 -0.735 0.569 0.0660
N 1.001 -1.088 0.300 0.0101
H -1.966 0.621 1.798 0.0986
H 0.010 -0.786 -2.157 0.1015
H -0.637 -2.248 -0.412 0.1394
H 0.370 1.544 -2.158 0.0772
H -0.981 1.626 -1.025 0.0790
H 0.645 1.553 -0.402 0.0691
H 0.889 -0.168 2.186 0.0619
H 2.482 -0.047 1.278 0.0653
```

Output
- HOMO energy (alpha / beta): -8.71 / -7.27 eV
- Energy relative to the best compared isomer or geometry (same formula, charge and spin): 164.3 kcal per mole
- Frontier orbital gap (alpha / beta): 8.96 / 7.33 eV
- LUMO (alpha / beta): 0.26 / 0.06 eV